The following is a DFT calculation (ωB97M-V with the def2-TZVPD basis set) of a 13-piece molecular cluster, C39H104O13 overall at a distorted geometry.

Properties
Kohn-Sham gap ... 9.7 eV
Energy above the lowest of the compared OMol25 structures with the same formula, charge and spin ... 2.005 eV
LUMO ... 0.4 eV
Strongest force on any atom ... 0.0426 Eh/bohr
Electronic energy ... -68746.1703 eV

ORCA input file:
```
! RIJCOSX wB97M-V def2-TZVPD def2/J DEFGRID3
* xyz 0 1
C -0.7934 0.5671 -0.7624
C 0.2271 0.3607 0.3593
C 0.9117 -0.9931 0.5056
O 1.3609 1.3083 0.1213
H -1.3310 1.4755 -0.4958
H -1.4380 -0.3079 -0.8376
H -0.2928 0.7656 -1.7093
H -0.1869 0.5553 1.3516
H 1.3234 -1.1694 1.5025
H 1.6499 -1.2481 -0.2647
H 0.2033 -1.8427 0.4207
H 1.7522 0.9629 -0.6951
C -5.1040 5.5592 -1.1389
C -3.9680 4.5589 -0.9173
C -4.4402 3.1752 -1.1783
O -2.8664 4.8308 -1.7928
H -5.6536 5.7271 -0.2167
H -5.7210 5.1975 -1.9619
H -4.7176 6.5219 -1.4870
H -3.5587 4.5395 0.0988
H -5.3074 2.9801 -0.5475
H -3.6604 2.4322 -1.0036
H -4.7855 3.0736 -2.2097
H -2.7792 5.7771 -1.9280
C 0.1107 -6.0565 0.3331
C -1.3194 -5.6679 0.0673
C -2.1623 -5.5903 1.3442
O -1.3414 -4.3097 -0.5380
H 0.7209 -5.2429 0.7218
H 0.5834 -6.4141 -0.5806
H 0.1025 -6.8721 1.0637
H -1.8550 -6.3239 -0.6414
H -3.1820 -5.2427 1.2101
H -1.6419 -4.9740 2.0884
H -2.1831 -6.5733 1.8346
H -0.5188 -4.1995 -1.0564
C 3.5618 2.8009 2.9616
C 3.0848 3.7628 4.0508
C 4.2149 4.3939 4.8102
O 2.3592 4.8569 3.4657
H 4.2319 2.0432 3.3846
H 4.1097 3.3837 2.2223
H 2.6916 2.3061 2.5367
H 2.3874 3.2923 4.7636
H 4.4912 3.8323 5.7117
H 3.9793 5.4019 5.1407
H 5.1315 4.4115 4.2088
H 1.6515 4.5430 2.8532
C 0.6974 0.3883 4.2099
C 1.1440 -0.9551 4.7787
C 2.6915 -1.0460 4.9023
O 0.5194 -1.0168 6.0973
H 1.3544 0.7460 3.4166
H 0.7673 1.1387 5.0024
H -0.3390 0.3170 3.8803
H 0.7324 -1.7462 4.1275
H 3.0280 -2.0690 4.7566
H 2.9181 -0.7205 5.9189
H 3.1772 -0.3392 4.2304
H 0.7117 -1.8445 6.5483
C 2.0801 -3.4443 -4.3880
C 1.5030 -3.1638 -3.0087
C 0.2325 -2.3284 -3.0947
O 1.2339 -4.4450 -2.3392
H 2.4541 -2.5071 -4.8122
H 1.3839 -3.9350 -5.0689
H 2.9687 -4.0810 -4.3139
H 2.2545 -2.6903 -2.3756
H -0.0412 -1.9618 -2.0930
H -0.6155 -2.8498 -3.5388
H 0.3860 -1.3458 -3.5674
H 0.5677 -4.8640 -2.9096
C -3.9851 -0.1467 3.4473
C -4.0835 -1.2564 2.3840
C -3.0808 -2.4245 2.5117
O -5.4915 -1.6663 2.1868
H -4.4138 0.7379 2.9761
H -2.9605 0.0835 3.7558
H -4.5566 -0.3705 4.3515
H -3.7811 -0.7302 1.4723
H -2.2812 -2.1919 3.2151
H -2.6082 -2.6361 1.5506
H -3.6242 -3.3350 2.7891
H -5.6814 -2.3590 2.8430
C 6.2855 0.5044 0.2633
C 4.8307 0.5179 -0.1938
C 4.6512 0.1200 -1.6628
O 4.1574 -0.4852 0.6210
H 6.8484 1.2843 -0.2712
H 6.8680 -0.4049 0.0887
H 6.3386 0.6888 1.3394
H 4.3967 1.5071 -0.0102
H 5.0684 0.9208 -2.2895
H 3.5759 0.1644 -1.8830
H 5.0773 -0.8459 -1.8918
H 3.2071 -0.3326 0.6268
C -4.2297 -2.3918 -1.6725
C -4.5330 -3.6551 -2.4651
C -4.8765 -3.3343 -3.9049
O -3.4104 -4.5290 -2.5269
H -3.2073 -2.0697 -1.8794
H -4.4814 -2.4683 -0.6183
H -4.8360 -1.5811 -2.0975
H -5.4434 -4.1469 -2.0841
H -5.2430 -4.1872 -4.4750
H -3.9883 -2.9744 -4.4441
H -5.6103 -2.5250 -3.9719
H -3.1323 -4.7205 -1.6211
C 4.0661 -3.5232 2.1916
C 4.4100 -4.5749 3.2630
C 3.1532 -5.1514 3.8810
O 5.2335 -5.6083 2.7087
H 3.4002 -3.8643 1.3816
H 4.9873 -3.1664 1.7339
H 3.5066 -2.6762 2.6037
H 4.9800 -4.0161 4.0099
H 2.5545 -5.6710 3.1291
H 2.5186 -4.3416 4.2576
H 3.4130 -5.7878 4.7255
H 4.6811 -6.1028 2.0893
C -3.7977 2.6721 -4.8273
C -2.9639 1.6544 -4.1228
C -2.3831 0.6187 -5.0013
O -1.8978 2.2666 -3.4026
H -3.3546 2.9909 -5.7690
H -4.0275 3.5095 -4.1710
H -4.7717 2.2272 -5.0729
H -3.6034 1.1691 -3.3724
H -1.6686 1.0661 -5.7072
H -3.0586 -0.0357 -5.5404
H -1.7195 -0.0226 -4.3998
H -2.2892 2.9778 -2.8630
C 2.9884 2.9878 -3.8245
C 1.6091 3.0187 -3.2704
C 0.9003 4.2668 -3.7368
O 0.9170 1.8752 -3.7372
H 3.6450 2.2164 -3.4287
H 3.4303 3.9822 -3.8187
H 2.8924 2.7380 -4.8937
H 1.6371 2.9651 -2.1719
H -0.1880 4.2159 -3.7025
H 1.0954 4.4348 -4.8069
H 1.2481 5.1666 -3.2174
H -0.0408 1.9634 -3.5664
C -1.1928 4.7144 2.1223
C -0.3981 4.3774 0.8565
C -0.1206 5.6189 0.0564
O 0.8900 3.8172 1.3443
H -1.1265 3.8717 2.8103
H -2.2583 4.9165 1.9705
H -0.7645 5.6001 2.5954
H -0.8815 3.5633 0.3083
H 0.5650 5.4197 -0.7691
H 0.2681 6.4540 0.6306
H -1.0905 5.8849 -0.3787
H 0.9988 2.9545 0.9140
*
```

These are the Mulliken partial charges, in e, on atoms 1 to 99: number 1, C, carries -0.0789; number 2, C, carries 1.1154; number 3, C, carries -1.0353; number 4, O, carries 0.2190; number 5, H, carries -0.0611; number 6, H, carries -0.0532; number 7, H, carries -0.2060; number 8, H, carries 0.3790; number 9, H, carries -0.1453; number 10, H, carries 0.2692; number 11, H, carries 0.1665; number 12, H, carries -0.2664; number 13, C, carries -1.4410; number 14, C, carries 1.3733; number 15, C, carries -0.9914; number 16, O, carries -0.4391; number 17, H, carries 0.3843; number 18, H, carries 0.3567; number 19, H, carries 0.4207; number 20, H, carries -0.3742; number 21, H, carries 0.5351; number 22, H, carries -0.0969; number 23, H, carries 0.1343; number 24, H, carries 0.2173; number 25, C, carries -1.4753; number 26, C, carries 0.7939; number 27, C, carries -1.4795; number 28, O, carries 0.2958; number 29, H, carries 0.2592; number 30, H, carries 0.3185; number 31, H, carries 0.4762; number 32, H, carries 0.2747; number 33, H, carries 0.3466; number 34, H, carries 0.2884; number 35, H, carries 0.4614; number 36, H, carries -0.2509; number 37, C, carries -0.5161; number 38, C, carries 0.8693; number 39, C, carries -1.4789; number 40, O, carries -0.6723; number 41, H, carries 0.3977; number 42, H, carries 0.4594; number 43, H, carries -0.5200; number 44, H, carries 0.0050; number 45, H, carries 0.3324; number 46, H, carries 0.3907; number 47, H, carries 0.3246; number 48, H, carries 0.3498; number 49, C, carries -0.2013; number 50, C, carries 0.9449; number 51, C, carries -1.2017; number 52, O, carries -0.6163; number 53, H, carries -0.3130; number 54, H, carries 0.4862; number 55, H, carries -0.3543; number 56, H, carries 0.0495; number 57, H, carries 0.1850; number 58, H, carries 0.4820; number 59, H, carries 0.1361; number 60, H, carries 0.3387; number 61, C, carries -1.6835; number 62, C, carries 0.6090; number 63, C, carries -0.9216; number 64, O, carries -0.5629; number 65, H, carries 0.3742; number 66, H, carries 0.3956; number 67, H, carries 0.4021; number 68, H, carries -0.0240; number 69, H, carries -0.0989; number 70, H, carries 0.4389; number 71, H, carries 0.4968; number 72, H, carries 0.3764; number 73, C, carries -1.3159; number 74, C, carries 0.9740; number 75, C, carries -0.5511; number 76, O, carries -0.5568; number 77, H, carries 0.3371; number 78, H, carries 0.1748; number 79, H, carries 0.3687; number 80, H, carries -0.2500; number 81, H, carries 0.2166; number 82, H, carries -0.1316; number 83, H, carries 0.3187; number 84, H, carries 0.3862; number 85, C, carries -1.7727; number 86, C, carries 1.4073; number 87, C, carries -1.2499; number 88, O, carries -0.3604; number 89, H, carries 0.4060; number 90, H, carries 0.3699; number 91, H, carries 0.3590; number 92, H, carries -0.1443; number 93, H, carries 0.3583; number 94, H, carries 0.1696; number 95, H, carries 0.3113; number 96, H, carries -0.0833; number 97, C, carries -0.7891; number 98, C, carries 0.7525; number 99, C, carries -1.6158